Entry 1:
{"formula": "C48H41BrN9O3STi", "method": "ωB97M-V with the def2-TZVPD basis set", "e_tot_ev": -173986.35199, "homo_energy_ev": -10.2, "total_charge": 1, "orbital_gap_ha": 0.2672, "relative_energy_ev": 0.220, "symbols": ["Ti", "C", "C", "C", "C", "C", "N", "C", "C", "C", "C", "C", "C", "C", "N", "C", "C", "C", "N", "C", "C", "N", "C", "C", "C", "N", "H", "H", "H", "H", "H", "H", "H", "H", "H", "H", "H", "H", "H", "H", "H", "H", "H", "H", "N", "C", "S", "N", "N", "C", "C", "C", "C", "C", "C", "C", "C", "C", "C", "C", "C", "N", "H", "H", "H", "H", "H", "H", "H", "H", "H", "H", "H", "C", "C", "O", "C", "C", "C", "C", "C", "C", "H", "H", "H", "H", "H", "H", "H", "H", "Br", "C", "C", "C", "C", "C", "C", "C", "O", "O", "H", "H", "H", "H"], "positions_angstrom": [[-0.71, -0.23, -0.46], [-5.54, 4.74, -2.92], [-4.75, 3.60, -2.33], [-5.32, 2.71, -1.43], [-4.58, 1.68, -0.88], [-3.22, 1.50, -1.16], [-2.49, 0.46, -0.56], [-3.32, -0.60, -0.06], [-3.91, -0.56, 1.19], [-4.78, -1.56, 1.58], [-5.09, -2.62, 0.73], [-6.03, -3.72, 1.16], [-4.47, -2.68, -0.51], [-3.58, -1.69, -0.89], [-2.79, -1.85, -2.07], [-3.09, -2.53, -3.20], [-1.94, -2.62, -3.95], [-0.97, -1.97, -3.19], [-1.48, -1.50, -2.07], [-2.66, 2.39, -2.08], [-3.42, 3.40, -2.66], [-1.30, 2.30, -2.50], [-0.57, 3.27, -3.08], [0.55, 2.69, -3.61], [0.42, 1.34, -3.28], [-0.69, 1.10, -2.60], [-6.60, 4.62, -2.74], [-5.38, 4.81, -4.00], [-5.23, 5.69, -2.49], [-6.37, 2.80, -1.17], [-5.07, 1.00, -0.20], [-3.68, 0.27, 1.84], [-5.23, -1.52, 2.56], [-6.65, -3.39, 1.99], [-5.46, -4.59, 1.49], [-6.67, -4.03, 0.34], [-4.63, -3.54, -1.16], [-4.09, -2.87, -3.39], [-1.83, -3.08, -4.91], [0.08, -1.81, -3.41], [-2.97, 4.04, -3.41], [-0.89, 4.30, -3.07], [1.36, 3.17, -4.12], [1.09, 0.53, -3.52], [0.18, -3.52, 2.56], [-0.17, -2.37, 1.92], [-1.03, -2.53, 0.43], [0.17, -1.26, 2.48], [-0.12, -0.12, 1.73], [0.26, 0.94, 2.35], [0.86, 0.93, 3.72], [2.05, 0.27, 4.00], [2.62, 0.38, 5.25], [1.99, 1.10, 6.25], [0.78, 1.73, 5.99], [0.23, 1.65, 4.72], [0.10, 2.29, 1.75], [0.87, 3.34, 2.23], [0.69, 4.60, 1.69], [-0.29, 4.77, 0.72], [-1.00, 3.66, 0.30], [-0.79, 2.43, 0.77], [-0.24, -4.39, 2.28], [0.51, -3.43, 3.51], [2.54, -0.31, 3.23], [3.56, -0.12, 5.46], [2.44, 1.19, 7.23], [0.28, 2.29, 6.77], [-0.71, 2.15, 4.51], [1.61, 3.18, 3.00], [1.29, 5.44, 2.02], [-0.50, 5.74, 0.30], [-1.78, 3.77, -0.43], [2.53, -5.00, -0.49], [2.63, -3.50, -0.33], [1.76, -2.76, -0.74], [3.83, -2.91, 0.34], [5.06, -3.56, 0.35], [6.17, -2.94, 0.91], [6.04, -1.69, 1.49], [4.80, -1.05, 1.51], [3.71, -1.66, 0.93], [1.51, -5.25, -0.77], [2.81, -5.51, 0.43], [3.20, -5.34, -1.27], [5.16, -4.54, -0.11], [7.13, -3.44, 0.89], [6.90, -1.21, 1.93], [4.71, -0.07, 1.96], [2.73, -1.17, 0.91], [7.34, -0.99, -2.94], [5.68, -0.31, -2.38], [4.53, -1.05, -2.62], [3.31, -0.57, -2.16], [3.25, 0.63, -1.48], [4.40, 1.38, -1.28], [5.63, 0.91, -1.73], [1.99, 1.16, -0.88], [1.85, 2.30, -0.54], [1.04, 0.22, -0.69], [4.59, -1.99, -3.14], [2.41, -1.16, -2.30], [4.33, 2.33, -0.75], [6.53, 1.48, -1.56]]}

=====

Entry 2:
{"formula": "C28H36ClN3O9P2SScTe", "method": "ωB97M-V with the def2-TZVPD basis set", "e_tot_ev": -122450.08481, "homo_energy_ev": -8.9, "total_charge": 1, "orbital_gap_ha": 0.2209, "relative_energy_ev": 0.000, "symbols": ["Sc", "Cl", "C", "C", "C", "C", "O", "C", "C", "O", "C", "H", "H", "H", "H", "S", "C", "C", "C", "C", "C", "N", "H", "H", "H", "H", "C", "C", "O", "P", "O", "O", "O", "P", "O", "O", "O", "H", "H", "H", "H", "H", "H", "H", "C", "C", "N", "C", "C", "N", "C", "C", "H", "H", "H", "H", "H", "H", "H", "H", "H", "H", "H", "H", "H", "C", "Te", "C", "C", "C", "C", "C", "C", "C", "H", "H", "H", "H", "H", "H", "H", "H"], "positions_angstrom": [[0.42, -0.33, 0.17], [5.08, -5.67, -1.88], [4.22, -4.24, -1.53], [4.93, -3.03, -1.27], [4.19, -1.84, -1.07], [2.76, -1.85, -1.07], [2.07, -0.75, -0.86], [2.08, -3.08, -1.28], [0.67, -3.22, -0.99], [-0.05, -2.27, -0.56], [2.84, -4.27, -1.51], [6.00, -3.13, -1.12], [4.70, -0.91, -0.85], [0.26, -4.19, -1.20], [2.32, -5.21, -1.66], [-1.84, -0.56, -2.05], [-2.19, 0.83, -1.12], [-3.26, 1.73, -1.49], [-3.51, 2.84, -0.75], [-2.73, 3.13, 0.38], [-1.75, 2.25, 0.72], [-1.48, 1.11, -0.01], [-3.92, 1.46, -2.37], [-4.30, 3.54, -1.09], [-2.90, 4.01, 0.96], [-1.14, 2.45, 1.59], [3.33, -0.40, 4.78], [2.20, 0.00, 3.81], [1.21, 0.85, 4.49], [1.35, -1.55, 3.34], [0.35, -1.81, 4.56], [2.40, -2.71, 3.42], [0.53, -1.38, 2.07], [2.74, 0.97, 2.33], [2.66, 2.46, 3.01], [4.13, 0.57, 2.00], [1.57, 0.98, 1.30], [3.04, -1.13, 5.53], [3.75, 0.44, 5.34], [4.18, -0.86, 4.25], [1.25, 1.76, 4.20], [0.01, -0.98, 4.91], [2.08, -3.56, 3.04], [3.50, 2.89, 2.94], [3.86, 3.59, -2.16], [3.14, 2.36, -1.57], [1.68, 2.38, -1.77], [1.23, 3.64, -1.14], [1.86, 4.88, -1.83], [2.86, 4.49, -2.82], [2.18, 3.65, -3.86], [1.42, 2.49, -3.21], [4.58, 3.32, -2.94], [4.30, 4.21, -1.36], [3.29, 2.26, -0.49], [3.49, 1.41, -2.02], [1.39, 3.61, -0.07], [0.13, 3.70, -1.24], [2.36, 5.57, -1.09], [1.07, 5.47, -2.36], [3.31, 5.31, -3.22], [2.97, 3.29, -4.55], [1.49, 4.31, -4.46], [1.65, 1.53, -3.68], [0.31, 2.61, -3.33], [-5.14, -0.99, 0.76], [-3.20, -1.79, 1.40], [-3.96, -3.53, 0.25], [-5.46, -3.46, 0.18], [-6.31, -4.57, 0.03], [-7.67, -4.39, 0.05], [-8.23, -3.09, 0.22], [-7.43, -1.99, 0.36], [-6.03, -2.16, 0.44], [-4.96, -0.33, -0.13], [-5.49, -0.38, 1.62], [-3.63, -4.46, 0.76], [-3.40, -3.50, -0.73], [-5.87, -5.56, -0.12], [-8.36, -5.23, 0.02], [-9.31, -2.96, 0.18], [-7.89, -1.00, 0.47]]}

=====

Entry 3:
{"formula": "C9H19FIN4P", "method": "ωB97M-V with the def2-TZVPD basis set", "e_tot_ev": -35700.55301, "homo_energy_ev": -6.1, "orbital_gap_ha": 0.1997, "symbols": ["C", "C", "C", "N", "C", "C", "N", "C", "I", "C", "C", "C", "N", "P", "N", "H", "H", "H", "H", "H", "H", "H", "H", "H", "H", "H", "H", "H", "H", "H", "H", "H", "H", "H", "F"], "positions_angstrom": [[-2.49, -0.87, 2.43], [-2.51, 0.14, 1.44], [-1.38, 0.66, 0.75], [-1.12, 0.03, -0.73], [-1.50, 0.87, -1.86], [-0.21, 1.07, -2.73], [0.80, 0.45, -1.89], [1.88, 1.28, -1.41], [1.20, 3.08, -0.37], [2.96, 0.52, -0.63], [2.79, 0.45, 0.90], [0.12, -0.38, -1.01], [0.61, -1.51, -0.49], [-0.22, -2.54, 0.60], [-0.14, -2.11, 2.09], [-2.19, -0.67, 3.46], [-2.72, -1.90, 2.22], [-3.48, 0.56, 1.19], [-1.56, 1.71, 0.56], [-0.46, 0.59, 1.32], [-2.12, 0.22, -2.48], [-2.03, 1.79, -1.62], [0.04, 2.07, -3.06], [-0.35, 0.46, -3.62], [2.36, 1.68, -2.29], [3.02, -0.48, -1.04], [3.93, 0.97, -0.83], [2.99, -0.57, 1.21], [3.55, 1.05, 1.40], [1.79, 0.68, 1.25], [1.54, -1.78, -0.77], [-1.53, -2.67, 0.10], [0.44, -3.78, 0.47], [0.36, -1.24, 2.20], [-4.37, 0.15, 3.21]]}